One molecule with the formula C4H5NO, computed with wB97M-V/def2-TZVPD.

Element x y z (Å)
N: -2.469 -1.585 -0.091
C: -1.649 -1.104 -0.752
C: -0.561 -0.427 -1.469
C: -0.227 0.682 -0.455
C: 1.130 0.770 1.433
O: 0.846 0.237 0.132
H: -0.924 -0.048 -2.426
H: 0.270 -1.130 -1.609
H: 0.224 1.242 1.813
H: 1.967 1.470 1.399
H: 1.393 -0.108 2.026

Forces on the atoms, in the same order (eV/Å):
0.85 0.45 -0.76
-0.80 -0.53 0.53
-0.05 0.05 -0.09
0.36 -0.37 0.01
0.13 0.14 0.33
-0.44 -0.06 -0.08
-0.02 0.04 0.15
-0.13 0.10 -0.08
0.22 0.03 0.02
-0.10 -0.10 -0.13
0.00 0.25 0.08

Calculated values
maximum force: 1.2 eV/A
lowest unoccupied orbital energy: 0.4 eV
highest occupied orbital energy: -0.341 Eh
multiplicity: 1
ΔE to the lowest compared entry with this formula, charge and spin: 3.409 eV
net charge: 0